DFT (ωB97M-V with the def2-TZVPD basis set) results for a molecular structure, C17H12NNdO5S at a distorted geometry.

For the maximum force, the calculation gives 0.157 hartree/bohr. The spin multiplicity is 4. The expectation value of S² is 3.86. For the orbital gap (spin up / spin down), the calculation gives 5.11 / 5.11 eV. As for the total charge: +2.

Last column: Löwdin charge in e.
Positions of all 37 atoms, in Å:
O (-0.10447, 6.75222, -4.12587)  0.016
C (-0.12124, 5.69162, -4.57217)  -0.015
Nd (-0.17359, 0.77900, -3.54329)  1.503
C (-0.04900, -1.83210, -3.67211)  -0.417
O (0.02106, -2.93720, -3.14171)  0.100
C (-0.63390, -2.02170, -5.14875)  0.011
O (-0.59254, -2.01795, -6.31670)  0.310
C (2.06086, -0.58944, -3.30710)  -0.058
O (3.00967, -1.21142, -3.16219)  0.192
C (-2.41139, -0.57747, -3.67474)  -0.004
O (-3.35580, -1.26136, -3.74674)  0.189
H (-0.04841, 2.73298, -3.71241)  -0.190
N (-0.31553, 0.12228, -0.98602)  -0.467
S (0.81456, 0.05309, 0.18877)  1.026
C (0.37105, 1.28806, 1.42610)  -0.407
C (-0.71132, 1.09526, 2.28498)  -0.074
C (-1.05198, 2.10088, 3.19676)  -0.040
C (-0.31946, 3.29209, 3.23086)  -0.036
C (0.75628, 3.48654, 2.35455)  -0.047
C (1.09623, 2.49141, 1.43729)  -0.078
C (0.55033, -1.45226, 1.13699)  -0.410
C (1.17702, -1.58156, 2.38856)  -0.073
C (0.94767, -2.71858, 3.16301)  -0.037
C (0.10605, -3.72895, 2.67816)  -0.039
C (-0.48726, -3.61037, 1.41648)  -0.050
C (-0.23446, -2.48573, 0.62392)  -0.090
H (-1.18910, -0.06363, -0.45716)  0.014
H (-1.26462, 0.15634, 2.25178)  0.120
H (-1.88312, 1.93771, 3.88407)  0.122
H (-0.58479, 4.06971, 3.94814)  0.124
H (1.33933, 4.40832, 2.38601)  0.122
H (1.92171, 2.61289, 0.73385)  0.110
H (1.81832, -0.77660, 2.75013)  0.124
H (1.42604, -2.80492, 4.14041)  0.125
H (-0.08019, -4.61641, 3.28450)  0.123
H (-1.14696, -4.39300, 1.03700)  0.119
H (-0.65702, -2.38977, -0.37537)  0.082

DFT (ωB97M-V with the def2-TZVPD basis set) results for a molecular structure, C7H13ClI2N2OPTb at a distorted geometry.

For the maximum force, the calculation gives 0.078 hartree/bohr. The spin multiplicity is 7. The expectation value of S² is 13.07. For the orbital gap (spin up / spin down), the calculation gives 5.05 / 5.25 eV. As for the total charge: +2.

Last column: Löwdin charge in e.
Positions of all 28 atoms, in Å:
I (2.69809, 0.53931, 0.28909)  0.688
I (-2.55360, -1.03692, 0.59214)  0.727
Tb (-0.25600, 0.79628, 0.21217)  0.345
P (0.14075, -0.93245, -2.06038)  0.640
C (0.67173, -2.68549, -2.07935)  -0.246
C (-1.39322, -0.96293, -3.06719)  -0.262
H (1.11896, 0.93848, -3.23703)  0.049
H (1.14334, -0.55971, -4.23993)  0.070
H (2.33639, -0.31252, -2.89777)  0.033
C (1.30782, -0.14440, -3.23657)  -0.268
H (-1.82417, 0.04838, -3.07055)  0.049
H (-1.14709, -1.27547, -4.09077)  0.073
H (0.71637, -3.05542, -3.11739)  0.078
H (-0.04853, -3.27506, -1.49171)  0.055
H (-2.11886, -1.64183, -2.60449)  0.030
H (1.66187, -2.75492, -1.60342)  0.054
C (0.48390, -1.49334, 1.15462)  -0.335
O (0.82851, -2.41907, 1.73266)  0.145
Cl (-0.92529, 2.74497, -1.15859)  -0.101
N (0.77191, 1.50800, 3.44370)  0.003
C (0.31801, 2.14726, 4.53556)  -0.009
C (-1.03855, 2.39483, 4.31824)  -0.003
C (-1.33906, 1.85822, 3.05939)  -0.115
N (-0.20169, 1.35639, 2.49205)  -0.202
H (1.71439, 1.17183, 3.24978)  0.131
H (0.95403, 2.38011, 5.37384)  0.146
H (-1.74252, 2.88425, 4.97429)  0.125
H (-2.27748, 1.78121, 2.52762)  0.100

DFT (ωB97M-V with the def2-TZVPD basis set) results for a molecular structure, C5H7N2O at a distorted geometry.

For the maximum force, the calculation gives 0.093 hartree/bohr. For the orbital gap, the calculation gives 10.15 eV. As for the total charge: +1.

Last column: Löwdin charge in e.
Positions of all 15 atoms, in Å:
C (1.72054, -0.71984, 0.36721)  -0.149
C (0.96745, 1.32901, -0.27971)  -0.424
C (-1.61281, 0.62658, 0.69020)  0.091
C (-1.40020, 0.32672, -0.60613)  -0.122
C (-0.02263, 0.39159, -1.04683)  0.033
N (1.93424, 0.56302, 0.36247)  0.148
N (0.71438, -1.18220, -0.31992)  0.171
O (0.91929, 2.50231, -0.21617)  0.204
H (2.46888, -1.33415, 1.04766)  0.208
H (-2.61652, 0.40177, 1.19727)  0.117
H (-0.77655, 0.97270, 1.35513)  0.097
H (-2.15420, -0.13525, -1.20190)  0.111
H (0.33838, 0.28919, -2.00586)  0.121
H (2.73693, 1.07432, 0.80504)  0.218
H (0.19927, -2.09387, -0.33223)  0.176

DFT (ωB97M-V with the def2-TZVPD basis set) results for C4H5ClN2 in the gas phase at a distorted geometry.

For the maximum force, the calculation gives 0.116 hartree/bohr. For the orbital gap, the calculation gives 10.84 eV. As for the SMILES: N#C[C@]1(N)C[C@H]1Cl.

Last column: Löwdin charge in e.
Positions of all 12 atoms, in Å:
N (-2.83543, 0.88245, 0.06758)  0.093
C (-1.75437, 0.55855, -0.06109)  -0.112
C (-0.20516, -0.22176, -0.15535)  -0.498
N (-0.02723, -0.70176, -1.44994)  0.040
C (0.33880, -0.65545, 1.10007)  -0.110
C (0.84262, 0.67672, 0.54547)  -0.617
Cl (2.41423, 0.74414, -0.21962)  0.635
H (0.49463, 0.11211, -2.09727)  0.162
H (-0.77890, -0.94054, -2.06536)  0.072
H (1.16051, -1.34931, 1.19479)  0.113
H (-0.34901, -0.63357, 1.96094)  0.128
H (0.69931, 1.52843, 1.17980)  0.092